97
Properties=species:S:1:pos:R:3:forces:R:3:mulliken_charge:R:1 method="wB97M-V/def2-TZVPD" energy_ha=-9263.86103 e_homo_ev=-8.63 homo_lumo_gap_ev=8.541 de_lowest_ev=0.5359 largest_force_ha_per_bohr=0.0644
C -1.1722 4.5725 -0.4406 -0.062 -0.518 -0.250 -0.976
N -0.0133 3.6739 -0.5248 0.404 1.137 -0.106 -0.132
C 0.5018 3.5357 -1.9000 0.145 -1.179 0.085 -1.175
Si 0.1658 1.8302 -2.6910 -0.163 2.789 0.006 -0.361
C -1.5938 1.9632 -3.3271 0.096 -1.287 -0.169 -0.535
C -2.4690 0.8549 -2.7972 0.384 1.182 1.247 0.301
C -3.3897 1.2964 -1.7173 -1.988 -0.882 -2.500 -1.497
O -3.7753 0.9529 -3.1522 -0.687 -0.612 -1.093 -0.588
O 1.3731 1.7517 -3.8408 -1.105 -1.884 0.138 0.394
Si 1.8870 0.5004 -4.7873 2.575 0.453 -1.043 -0.236
N 0.9381 0.2865 -6.2812 -0.703 0.907 1.487 -0.313
C -0.2753 0.3245 -6.2097 0.696 -1.457 -0.805 0.282
S -1.7860 -0.0490 -6.2448 -0.579 0.523 -0.004 -0.257
C 2.4059 -1.1537 -4.0573 0.134 -0.036 0.716 -0.175
I 4.1127 -1.1902 -2.7751 -0.460 0.651 -0.268 0.068
C 1.8413 -2.3276 -4.3319 -0.004 0.084 -0.226 0.375
C 0.6333 -2.4531 -5.2151 -0.134 -0.878 0.614 -1.001
I 2.5348 -4.1568 -3.5495 -0.237 0.011 -0.296 0.084
C 3.5537 1.1655 -5.5107 -0.865 0.834 0.040 -0.692
Br 4.3421 2.3372 -4.1208 -0.035 -0.347 0.032 -0.072
C 3.3321 1.9991 -6.7915 0.878 0.615 0.822 -0.120
C 2.2777 3.0759 -6.6480 -0.416 -0.033 -0.261 -0.949
Br 5.0137 2.9817 -7.2275 0.036 -0.387 -0.426 -0.170
S 0.2691 0.4602 -0.9705 -0.601 -1.498 1.058 1.336
C 1.7584 0.9292 -0.1386 0.196 0.576 -0.278 -1.069
O 0.2064 -0.9506 -1.3104 1.174 -0.174 -1.031 -0.651
O -0.7842 0.7755 -0.0469 -0.842 1.071 0.307 -0.617
H -2.0669 3.9895 -0.6300 -0.327 0.056 0.047 0.218
H -1.2478 5.0113 0.5460 -0.045 -0.119 0.266 0.360
H -1.1288 5.3944 -1.1608 0.061 0.093 -0.129 0.325
H 0.7253 4.1427 -0.0163 0.030 -0.114 0.157 0.272
H 0.0584 4.2433 -2.6056 0.067 0.305 0.006 0.462
H 1.5809 3.6848 -1.8955 0.131 0.114 -0.147 0.469
H -2.0784 2.8579 -2.9613 0.388 0.581 -0.067 0.546
H -1.6966 1.9358 -4.4090 0.325 0.189 -0.159 0.488
H -2.0519 -0.1250 -2.6943 0.195 -0.724 -0.068 0.825
H -3.7808 2.2960 -1.7906 0.765 0.641 1.513 0.302
H -3.9915 0.5474 -1.2414 0.486 0.014 1.349 0.559
H 0.3809 -3.5007 -5.3014 -0.139 -0.181 -0.227 0.509
H -0.2078 -1.9967 -4.7021 -0.226 0.248 -0.126 0.085
H 0.7770 -2.0432 -6.2036 0.058 0.093 -0.113 0.324
H 4.2609 0.3589 -5.6485 0.207 -0.064 -0.102 0.669
H 3.1745 1.3736 -7.6574 -0.093 -0.262 -0.064 0.449
H 2.4491 3.8834 -7.3453 0.078 0.158 -0.138 0.530
H 1.2949 2.6796 -6.8768 -0.207 -0.149 0.034 0.201
H 2.2516 3.4848 -5.6461 0.148 0.113 0.189 0.149
H 2.5058 1.3006 -0.8316 0.261 -0.250 -0.259 0.240
H 1.4873 1.7443 0.5204 -0.231 0.096 0.082 0.421
H 2.1231 0.0982 0.4308 0.245 -0.640 0.143 0.264
O 3.6159 -2.2071 0.6020 0.008 0.061 0.453 -0.576
C 3.0278 -3.1288 1.0984 0.235 -0.014 -0.676 0.541
O 2.9459 -3.3197 2.4335 0.018 0.011 0.118 -0.417
C 2.2710 -4.5643 2.7107 -0.138 -0.190 0.027 -0.409
C 1.4528 -4.8584 1.4613 0.013 -0.039 -0.122 -0.639
C 2.3219 -4.2463 0.3641 -0.484 -0.094 0.391 0.159
H 3.0255 -5.3301 2.9044 0.037 0.017 -0.052 0.207
H 1.6548 -4.4451 3.5984 0.098 0.168 0.054 0.387
H 1.2441 -5.9173 1.3247 0.072 -0.023 0.050 0.351
H 0.4990 -4.3313 1.5094 0.003 0.006 0.023 0.251
H 3.0716 -4.9489 -0.0063 0.041 0.078 -0.071 0.201
H 1.7324 -3.8521 -0.4593 0.230 0.058 -0.114 -0.024
O 6.2165 -5.6830 0.1398 -0.101 -0.259 0.290 -0.602
C 6.4737 -5.1609 1.1858 -0.075 0.437 -0.462 0.512
O 6.1505 -5.6937 2.3909 0.023 -0.006 -0.024 -0.382
C 6.4932 -4.7702 3.4434 0.082 0.145 0.140 -0.307
C 7.5566 -3.8550 2.8474 -0.027 0.053 -0.078 -0.566
C 7.1429 -3.8132 1.3782 0.286 -0.118 0.509 -0.195
H 5.5915 -4.2241 3.7294 -0.008 0.022 -0.054 0.165
H 6.8541 -5.3290 4.3034 -0.076 -0.165 -0.068 0.356
H 7.6003 -2.8794 3.3266 -0.094 -0.009 0.026 0.341
H 8.5404 -4.3175 2.9393 -0.011 -0.027 0.034 0.272
H 6.4094 -3.0285 1.1820 -0.011 -0.030 -0.109 0.094
H 7.9964 -3.7086 0.7150 -0.170 0.038 -0.226 0.335
O -4.5626 3.2404 0.8825 -0.047 0.149 0.093 -0.599
C -5.2007 2.4996 1.5729 0.233 -0.206 -0.231 0.442
O -5.3033 2.6495 2.9140 -0.109 0.036 -0.055 -0.331
C -6.0418 1.5459 3.4835 -0.062 -0.040 -0.236 -0.184
C -6.8670 0.9867 2.3340 0.010 -0.060 -0.144 -0.742
C -5.9630 1.2614 1.1330 -0.420 0.113 0.380 -0.271
H -5.3345 0.8207 3.8752 0.030 -0.011 0.000 0.209
H -6.6585 1.9092 4.2978 0.095 0.151 0.033 0.246
H -7.1278 -0.0609 2.4662 0.066 -0.007 0.067 0.334
H -7.7941 1.5531 2.2313 -0.001 0.003 0.022 0.315
H -5.2492 0.4538 0.9647 0.040 0.038 -0.069 0.161
H -6.5269 1.4598 0.2259 0.217 -0.020 -0.150 0.406
O -6.1388 0.0306 5.9550 -0.016 -0.187 0.387 -0.555
C -5.8352 0.7660 6.8504 -0.111 0.142 -0.285 0.574
O -6.1754 0.5299 8.1385 0.058 0.000 -0.007 -0.369
C -5.7700 1.6321 8.9696 0.101 0.141 0.097 -0.425
C -4.6583 2.3276 8.1959 0.016 0.079 -0.111 -0.615
C -5.0781 2.0812 6.7482 0.254 -0.165 0.492 -0.398
H -6.6341 2.2802 9.1294 -0.012 0.000 -0.034 0.260
H -5.4363 1.2498 9.9308 -0.094 -0.159 -0.026 0.318
H -4.5480 3.3786 8.4541 -0.070 0.001 0.022 0.339
H -3.7062 1.8326 8.3907 -0.006 -0.007 0.023 0.279
H -5.7588 2.8510 6.3823 0.020 -0.012 -0.094 0.307
H -4.2269 1.9867 6.0801 -0.155 0.038 -0.218 0.325

---

49
Properties=species:S:1:pos:R:3:forces:R:3:mulliken_charge:R:1 method="wB97M-V/def2-TZVPD" smiles="Cc1nn(Cc2ccccc2Cl)c(C)c1NC(=O)c1noc(C(C)C)c1[N+](=O)[O-]" energy_ha=-1770.84099 e_homo_ev=-8.42 homo_lumo_gap_ev=7.554 largest_force_ha_per_bohr=0.0365
C 0.7236 3.8243 -0.0897 -0.021 0.062 0.096 -1.246
C 1.3964 2.5709 0.3293 -0.019 -0.396 -0.012 0.510
N 2.6892 2.5245 0.5966 0.252 0.785 -0.040 -1.259
N 2.9786 1.2637 0.9222 -0.557 -0.179 0.029 1.016
C 4.3320 0.8812 1.2164 0.294 -0.068 0.065 -1.608
C 4.9350 0.1034 0.0726 0.070 -0.135 0.108 0.246
C 4.8370 0.6169 -1.2163 0.051 -0.063 -0.019 -0.131
C 5.3537 -0.0670 -2.3002 -0.028 0.067 -0.016 -0.793
C 5.9839 -1.2858 -2.1097 0.015 -0.044 0.053 -0.394
C 6.0950 -1.8142 -0.8367 0.020 -0.056 -0.018 -0.545
C 5.5706 -1.1213 0.2438 -0.014 0.187 -0.236 0.597
Cl 5.7331 -1.8227 1.8220 0.042 -0.138 0.176 -0.230
C 1.8947 0.4591 0.8600 -0.423 0.218 -0.025 0.101
C 1.9393 -0.9956 1.1487 0.082 0.033 -0.042 -1.525
C 0.8410 1.2799 0.4845 0.695 0.041 0.258 1.023
N -0.4799 0.8586 0.2738 0.344 -0.302 -0.281 -0.120
C -1.5644 1.5095 0.7388 -0.109 0.049 0.036 0.442
O -1.5600 2.5391 1.3746 -0.012 -0.023 0.000 -0.590
C -2.8756 0.8680 0.3605 -0.560 -0.500 0.105 -0.192
N -3.8463 1.6386 -0.0371 1.149 1.049 0.136 -0.683
O -4.9566 0.8826 -0.2013 -0.481 -0.807 -0.020 -0.173
C -4.7105 -0.3765 0.1137 1.015 -0.803 0.481 -0.185
C -5.7911 -1.3940 -0.0064 -0.253 0.019 -0.142 0.645
C -7.1572 -0.7196 -0.0893 0.118 -0.037 0.097 -1.649
C -5.5266 -2.2638 -1.2439 0.057 0.021 0.192 -1.288
C -3.3702 -0.4774 0.4744 -1.273 1.259 -0.564 1.065
N -2.7095 -1.6600 0.8594 0.011 -0.386 0.031 0.858
O -1.4903 -1.6526 0.8907 0.192 -0.137 0.065 -0.667
O -3.3909 -2.6303 1.1173 -0.052 -0.202 0.095 -0.614
H 1.4450 4.6358 -0.0939 0.040 0.072 -0.067 0.359
H -0.0909 4.0533 0.5959 0.035 0.085 -0.066 0.292
H 0.2979 3.7108 -1.0866 -0.042 0.058 -0.074 0.294
H 4.3598 0.2917 2.1363 -0.004 0.176 -0.105 0.683
H 4.8883 1.8103 1.3690 -0.122 -0.131 0.076 0.272
H 4.3437 1.5681 -1.3529 -0.083 0.105 -0.017 0.455
H 5.2673 0.3502 -3.2917 -0.009 0.044 -0.089 0.390
H 6.3909 -1.8273 -2.9497 0.039 -0.057 -0.070 0.373
H 6.5837 -2.7624 -0.6756 0.033 -0.076 0.042 0.431
H 0.9322 -1.4016 1.1956 0.000 -0.063 0.042 0.218
H 2.4313 -1.1822 2.1024 0.006 -0.097 0.069 0.385
H 2.4977 -1.5252 0.3753 0.007 -0.103 -0.005 0.287
H -0.5791 -0.1098 -0.0063 -0.281 0.300 0.012 0.319
H -5.7416 -2.0390 0.8772 0.041 0.181 -0.106 0.351
H -7.3293 -0.0897 0.7795 -0.096 0.079 0.048 0.386
H -7.9361 -1.4758 -0.1291 -0.065 -0.060 -0.016 0.432
H -7.2245 -0.1014 -0.9807 -0.075 0.061 -0.074 0.352
H -6.3346 -2.9806 -1.3558 -0.092 -0.089 -0.043 0.390
H -4.5967 -2.8155 -1.1370 0.077 -0.045 -0.060 0.381
H -5.4789 -1.6493 -2.1400 -0.014 0.046 -0.103 0.340

---

63
Properties=species:S:1:pos:R:3:forces:R:3:mulliken_charge:R:1 method="wB97M-V/def2-TZVPD" total_charge=+2 energy_ha=-2107.17305 e_homo_ev="-14.30 / -14.30" homo_lumo_gap_ev="4.361 / 4.358" de_lowest_ev=0.0824 largest_force_ha_per_bohr=0.0229
Ru -1.3108 0.6044 -1.1153 0.098 -0.394 0.370 0.403
C 5.5428 2.4660 -0.3511 0.001 0.005 0.000 -1.458
C 4.2673 2.0792 -1.0348 -0.014 -0.007 0.003 0.731
C 3.2488 1.4202 -0.3373 0.017 0.013 -0.008 -0.940
C 2.0786 1.0611 -0.9723 0.000 -0.023 0.030 0.286
C 1.9123 1.3782 -2.3172 0.021 0.000 -0.071 0.460
C 2.9081 2.0284 -3.0383 -0.002 0.020 0.006 -0.668
C 4.0789 2.3682 -2.3868 -0.001 0.006 0.002 -0.740
S 0.4418 0.9893 -3.1345 0.110 -0.309 0.094 1.754
O 0.5449 1.0525 -4.5433 -0.051 0.024 -0.035 -0.545
O -0.0860 -0.2965 -2.5183 0.068 -0.013 -0.257 -0.527
N -0.6963 1.9888 -2.4716 -0.253 0.149 -0.193 -0.385
C -1.9595 1.9314 -3.1381 0.099 0.029 -0.032 0.492
C -2.4040 2.5014 -4.3086 0.006 0.015 0.015 -0.804
C -3.7384 2.2839 -4.6258 0.004 0.013 -0.010 -0.220
C -4.5614 1.5345 -3.7868 0.010 -0.007 0.021 -0.948
C -4.0392 0.9769 -2.6380 -0.057 0.072 -0.023 -0.113
N -2.7470 1.1758 -2.3603 0.143 -0.017 -0.148 0.365
H 5.5920 2.0765 0.6631 0.000 -0.002 -0.001 0.355
H 5.6300 3.5528 -0.3055 0.002 0.000 -0.001 0.356
H 6.4036 2.0961 -0.9082 0.001 0.000 0.001 0.383
H 3.3931 1.1719 0.7061 0.001 -0.002 -0.001 0.417
H 1.3299 0.4954 -0.4196 -0.001 0.011 -0.035 -0.077
H 2.7682 2.2517 -4.0872 0.003 -0.004 -0.002 0.500
H 4.8659 2.8646 -2.9397 0.001 0.002 0.001 0.457
H -1.7425 3.0908 -4.9267 -0.001 -0.002 -0.002 0.534
H -4.1483 2.7143 -5.5298 0.001 -0.001 0.000 0.449
H -5.6053 1.3847 -4.0211 0.000 0.004 -0.001 0.441
H -4.6349 0.4050 -1.9411 0.029 -0.039 0.014 0.556
C 0.9495 -0.6361 3.3015 0.025 -0.027 0.026 -0.823
C 0.0116 -1.8225 3.4907 -0.061 -0.029 0.093 -0.909
N 0.5204 -3.0648 2.9247 -0.018 -0.016 -0.071 0.148
C 1.6286 -3.7378 3.6249 -0.012 0.010 0.035 -0.774
C 2.9521 -3.6150 2.8875 -0.009 0.002 -0.010 -1.045
C 0.0000 -3.7129 1.8643 0.326 0.159 -0.147 0.455
O 0.3732 -4.8038 1.4756 -0.143 -0.059 0.074 -0.589
C -1.0570 -3.0433 1.0090 -0.115 -0.074 0.079 -0.009
C -2.1436 -3.8107 0.5921 0.007 0.032 -0.025 -0.396
C -3.0606 -3.2766 -0.2992 0.013 -0.029 0.005 -1.018
C -2.8551 -2.0034 -0.7870 -0.001 -0.003 -0.001 -0.147
N -1.7997 -1.2684 -0.4049 0.101 -0.069 -0.230 0.285
C -0.9145 -1.7858 0.4701 0.017 0.035 -0.007 0.090
H 0.4849 0.2793 3.6712 0.012 0.000 0.002 0.302
H 1.2275 -0.5031 2.2513 -0.021 0.026 0.008 0.149
H 1.8763 -0.7800 3.8564 0.001 -0.005 -0.006 0.397
H -0.9772 -1.6193 3.0801 0.016 0.008 -0.054 0.497
H -0.1456 -1.9863 4.5590 -0.013 0.014 -0.002 0.382
H 1.3588 -4.7862 3.7471 0.016 0.002 -0.007 0.435
H 1.6895 -3.2906 4.6169 0.005 -0.001 0.002 0.409
H 2.8926 -4.0929 1.9110 -0.003 -0.003 -0.004 0.324
H 3.7393 -4.1090 3.4559 -0.005 -0.003 0.002 0.391
H 3.2369 -2.5699 2.7556 0.007 0.002 0.005 0.244
H -2.2368 -4.8261 0.9556 -0.017 0.000 0.005 0.573
H -3.9141 -3.8471 -0.6360 -0.001 0.003 -0.003 0.468
H -3.5218 -1.5631 -1.5129 -0.013 0.022 -0.014 0.437
H -0.0635 -1.1641 0.7295 -0.008 -0.008 0.010 0.249
N -1.9443 1.6538 0.1953 -0.465 0.682 0.843 -0.386
C -2.2481 2.3697 1.1029 0.109 -0.176 -0.300 0.439
C -2.5352 3.1305 2.1627 -0.075 0.029 0.105 0.574
C -3.6164 4.0659 2.1172 0.222 -0.121 0.008 -0.167
N -4.4765 4.8243 2.0513 -0.052 0.002 -0.004 -0.201
C -1.7302 2.9628 3.3365 -0.068 0.086 -0.193 -0.065
N -1.0334 2.7848 4.2321 -0.008 -0.034 0.040 -0.233